One molecule with the formula C19H29N3OS, computed with ωB97M-V/def2-TZVPD.

Geometry as XYZ:
```
53
Properties=species:S:1:pos:R:3:forces:R:3
C 2.61680 2.56795 3.68644 -0.030 0.036 -0.041
C 3.24135 1.92050 2.48798 0.110 -0.002 -0.085
C 2.75734 0.71136 2.01397 0.077 -0.069 -0.043
C 3.31749 0.11012 0.88943 0.116 0.462 0.209
C 4.39651 0.72284 0.25470 -0.128 -0.114 0.003
C 4.88027 1.92709 0.72718 0.016 0.011 0.045
C 4.30398 2.53008 1.83103 -0.005 0.020 0.025
H 4.68654 3.47266 2.19318 0.046 0.107 0.047
H 5.71526 2.39811 0.23002 0.070 0.032 -0.046
H 4.84960 0.24835 -0.60345 0.022 -0.042 -0.116
N 2.86909 -1.11369 0.38848 0.075 0.038 -0.410
C 1.75233 -1.83555 0.71952 -0.036 -0.271 0.083
N 0.60437 -1.18393 1.00880 0.442 0.007 0.055
C -0.54537 -1.93465 1.46996 -0.263 -0.491 0.113
C -1.46595 -2.30029 0.30846 0.005 0.388 0.144
H -2.33719 -2.84011 0.67751 -0.056 -0.015 0.008
H -0.92214 -2.95623 -0.37165 0.031 -0.071 -0.025
C -1.91308 -1.02453 -0.41717 0.204 -0.307 0.051
N -2.86895 -1.35157 -1.46216 -0.086 -0.003 -0.044
C -2.32060 -1.87085 -2.69391 -0.069 0.038 0.087
H -3.13148 -2.31346 -3.27354 0.028 -0.042 -0.079
H -1.60345 -2.65538 -2.46397 0.084 -0.062 -0.088
H -1.82309 -1.11731 -3.32099 0.047 -0.022 -0.035
C -3.95708 -0.42320 -1.64095 0.225 0.343 -0.147
H -4.66669 -0.88578 -2.33356 -0.060 0.052 0.032
C -3.62381 0.97856 -2.18010 -0.341 -0.374 -0.226
H -2.90352 0.90160 -3.01145 -0.021 -0.001 0.075
C -4.87039 1.75065 -2.65676 0.241 -0.066 0.118
H -5.01402 1.64127 -3.72964 -0.053 -0.050 -0.021
H -5.75612 1.36960 -2.14899 -0.054 -0.043 -0.015
C -4.58821 3.20415 -2.24537 0.128 -0.003 0.119
H -5.34152 3.56329 -1.54635 -0.017 0.039 -0.028
C -3.21412 3.11729 -1.55964 0.020 0.408 -0.164
H -2.41651 3.38728 -2.26958 -0.048 -0.005 0.087
O -3.06133 1.77887 -1.15317 -0.068 -0.260 0.249
H -3.12645 3.74609 -0.67322 0.030 0.012 -0.076
H -4.55961 3.87903 -3.09829 -0.038 0.054 0.008
H -4.45361 -0.29257 -0.67518 -0.131 0.075 -0.048
C -0.66218 -0.25198 -0.86351 -0.231 0.054 0.242
H -0.09154 -0.84427 -1.58137 0.049 -0.022 -0.056
C 0.22684 0.04980 0.34519 0.065 0.353 -0.428
H 1.11428 0.59371 0.02475 -0.148 -0.010 0.105
H -0.32230 0.67089 1.06022 0.073 0.056 -0.004
H -0.95325 0.68953 -1.32669 0.035 0.031 -0.073
H -2.44932 -0.39417 0.30051 0.023 0.001 0.020
H -0.19160 -2.83504 1.97423 -0.075 0.196 0.006
H -1.08097 -1.30598 2.18934 0.003 0.017 -0.009
S 1.88983 -3.48836 0.71805 0.114 -0.550 -0.033
H 3.59035 -1.69084 -0.02589 -0.235 0.010 0.140
H 1.94948 0.21919 2.53331 -0.086 -0.028 0.046
H 3.37431 3.03896 4.30892 0.005 0.036 0.082
H 2.07175 1.84047 4.28259 -0.045 -0.009 0.082
H 1.91685 3.34135 3.36842 -0.060 0.054 0.057
```
Forces are in eV/Å.

Calculated values
F_max = 0.0110 hartree/bohr
Kohn-Sham gap = 8.53 eV
HOMO = -7.8 eV
2S+1 = 1
structure (SMILES) = Cc1cccc(NC(=S)N2CCC(N(C)C[C@H]3CCCO3)CC2)c1

From a Mulliken analysis of the wavefunction, the atomic charges in e read: -1.607, 0.659, 0.279, -0.118, -0.679, -0.614, -0.554, 0.414, 0.381, 0.434, -0.080, 0.256, 0.186, -1.416, -0.517, 0.352, 0.153, -0.417, 0.367, -1.106, 0.400, 0.327, 0.324, -1.706, 0.364, 0.890, 0.235, -0.732, 0.347, 0.359, -0.504, 0.258, -0.621, 0.297, -0.309, 0.346, 0.275, 0.447, -0.419, 0.241, -0.929, 0.565, 0.222, 0.291, 0.234, 0.689, 0.376, -0.352, 0.305, 0.323, 0.420, 0.368, 0.298